[1]
{
  "formula": "C8H13INNaO5P",
  "method": "the ωB97M-V functional and the def2-TZVPD basis",
  "energy_ev": -42024.87301,
  "orbital_gap_ev": 7.26,
  "charge": 1,
  "homo_ev": -12.317,
  "lumo_ev": -5.06,
  "spin_multiplicity": 1,
  "elements": ["N", "P", "C", "O", "C", "O", "O", "C", "I", "C", "C", "C", "C", "O", "C", "O", "H", "H", "H", "H", "H", "H", "H", "H", "H", "H", "H", "H", "H", "Na"],
  "xyz": [[4.84, -0.65, 0.76], [3.53, 0.32, 0.98], [2.57, 0.58, -0.69], [2.64, 2.05, -0.96], [1.74, 2.56, 0.13], [1.82, 3.84, 0.60], [0.83, 1.48, 0.62], [0.91, 0.52, -0.50], [0.30, 1.84, -2.20], [0.18, -0.94, -0.39], [-1.35, -0.78, -0.99], [-2.38, -1.98, -0.56], [-3.33, -1.59, 0.76], [-4.61, -0.96, 0.30], [-4.46, 0.50, 0.16], [-5.15, 1.17, -0.80], [4.84, -0.90, -0.26], [2.63, -0.28, 1.98], [4.03, 1.61, 1.47], [2.79, -0.16, -1.58], [0.81, -1.68, -1.08], [0.22, -1.35, 0.72], [-1.34, -0.76, -2.18], [-1.78, 0.23, -0.58], [-3.16, -2.11, -1.45], [-1.86, -3.01, -0.36], [-3.65, -2.62, 1.25], [-2.74, -0.92, 1.53], [-3.72, 1.17, 0.80], [4.85, 2.82, 2.53]],
  "nbo_charge": [-1.23, 1.24, -0.26, -0.53, 0.93, -0.54, -0.56, 0.18, 0.22, -0.49, -0.43, -0.45, -0.10, -0.51, 0.58, -0.54, 0.38, 0.01, -0.21, 0.29, 0.25, 0.25, 0.25, 0.22, 0.25, 0.23, 0.22, 0.18, 0.17, 0.99]
}

---

[2]
{
  "formula": "C8H13N",
  "method": "the ωB97M-V functional and the def2-TZVPD basis",
  "energy_ev": -9993.68583,
  "orbital_gap_ev": 9.57,
  "smiles": "C[C@H]1CC2(CC=CC2)N1",
  "relative_energy_ev": 3.1552,
  "homo_ev": -8.520,
  "lumo_ev": 1.05,
  "spin_multiplicity": 1,
  "elements": ["C", "C", "C", "C", "C", "C", "C", "C", "H", "H", "H", "H", "H", "H", "H", "H", "H", "H", "H", "H", "H", "N"],
  "xyz": [[2.65, 0.66, -0.26], [1.71, -0.59, -0.16], [0.73, -0.69, 1.07], [-0.38, -0.30, 0.10], [-1.55, -1.25, -0.08], [-2.61, -0.28, -0.34], [-2.36, 1.04, -0.01], [-0.87, 1.16, 0.33], [2.21, 1.58, 0.09], [3.52, 0.41, 0.37], [3.02, 0.88, -1.30], [2.06, -1.67, -0.27], [0.68, 0.31, 1.85], [0.71, -1.65, 1.68], [-1.75, -1.95, 0.83], [-1.36, -1.95, -0.88], [-3.41, -0.65, -0.99], [-3.01, 1.86, -0.16], [-0.65, 1.32, 1.42], [-0.34, 1.80, -0.34], [0.49, 0.37, -1.83], [0.50, -0.44, -1.13]],
  "nbo_charge": [-0.63, -0.04, -0.42, 0.14, -0.47, -0.16, -0.20, -0.45, 0.21, 0.21, 0.21, 0.21, 0.19, 0.22, 0.21, 0.24, 0.20, 0.21, 0.21, 0.22, 0.36, -0.67]
}

---

[3]
{
  "formula": "C8H13N2",
  "method": "the ωB97M-V functional and the def2-TZVPD basis",
  "energy_ev": -11475.34198,
  "orbital_gap_ev": 7.52,
  "charge": 1,
  "relative_energy_ev": 6.1461,
  "homo_ev": -11.404,
  "lumo_ev": -3.89,
  "spin_multiplicity": 1,
  "elements": ["C", "C", "C", "C", "C", "C", "C", "C", "N", "N", "H", "H", "H", "H", "H", "H", "H", "H", "H", "H", "H", "H", "H"],
  "xyz": [[3.36, 1.27, -0.73], [1.29, 0.11, -0.46], [0.63, -0.84, 0.27], [2.76, 0.17, -0.17], [-2.87, 0.89, 0.49], [-1.80, -0.82, -0.03], [3.61, -0.71, 0.74], [-3.03, -1.42, -0.44], [-0.67, -1.23, 0.09], [-3.23, 2.02, 0.02], [4.37, 1.57, -0.58], [2.84, 1.88, -1.33], [0.86, 0.68, -1.30], [1.07, -1.41, 1.08], [-3.23, 0.59, 1.50], [3.22, -1.72, 0.58], [3.26, -0.53, 1.82], [4.68, -0.77, 0.54], [-3.88, -0.92, -0.06], [-3.08, -2.51, -0.20], [-3.14, -1.30, -1.51], [-3.00, 2.49, -0.88], [-4.04, 2.52, 0.55]],
  "nbo_charge": [-0.31, -0.17, -0.09, -0.03, 0.08, 0.51, -0.65, -0.71, -0.33, -0.67, 0.20, 0.17, 0.23, 0.23, 0.20, 0.22, 0.23, 0.25, 0.23, 0.28, 0.27, 0.44, 0.42]
}

---

[4]
{
  "formula": "C8H13N2O",
  "method": "the ωB97M-V functional and the def2-TZVPD basis",
  "energy_ev": -13524.43416,
  "orbital_gap_ev": 9.89,
  "charge": 1,
  "smiles": "O=C1[NH2+]CCN2[C@H]3[C@@H]1CC[C@H]32",
  "relative_energy_ev": 3.7302,
  "homo_ev": -13.457,
  "lumo_ev": -3.56,
  "spin_multiplicity": 1,
  "elements": ["C", "C", "C", "C", "C", "C", "C", "C", "N", "N", "O", "H", "H", "H", "H", "H", "H", "H", "H", "H", "H", "H", "H", "H"],
  "xyz": [[-0.01, 2.10, 0.40], [-0.05, 0.65, -1.63], [-0.04, -0.91, -1.67], [-0.89, 1.07, -0.29], [-1.12, -1.33, -0.68], [-1.55, -0.22, 0.26], [1.34, -0.19, 0.98], [0.52, -1.47, 1.22], [0.77, 1.14, 1.47], [-0.84, -1.55, 0.72], [0.14, 3.24, 0.50], [0.93, 1.05, -1.79], [-0.49, 1.13, -2.54], [-0.18, -1.33, -2.60], [1.04, -1.40, -1.47], [-1.72, 1.62, -0.78], [-1.99, -1.99, -1.05], [-2.52, 0.00, 0.61], [2.37, -0.20, 1.29], [1.34, -0.02, -0.16], [0.31, -1.54, 2.24], [1.04, -2.28, 0.83], [0.08, 0.82, 2.14], [1.52, 1.63, 2.02]],
  "nbo_charge": [0.78, -0.41, -0.45, -0.41, -0.05, -0.13, -0.27, -0.26, -0.64, -0.33, -0.40, 0.23, 0.26, 0.25, 0.22, 0.29, 0.24, 0.24, 0.25, 0.24, 0.22, 0.24, 0.43, 0.45]
}

---

[5]
{
  "formula": "C8H13N2O2",
  "method": "the ωB97M-V functional and the def2-TZVPD basis",
  "energy_ev": -15573.17581,
  "orbital_gap_ev": 9.48,
  "charge": 1,
  "relative_energy_ev": 3.0602,
  "homo_ev": -13.733,
  "lumo_ev": -4.26,
  "spin_multiplicity": 1,
  "elements": ["C", "C", "C", "C", "C", "C", "C", "C", "N", "N", "O", "O", "H", "H", "H", "H", "H", "H", "H", "H", "H", "H", "H", "H", "H"],
  "xyz": [[-1.23, 0.72, -0.10], [0.01, 0.24, 0.11], [-1.96, -1.50, -0.50], [-2.14, 1.12, -4.18], [-1.71, 2.12, -0.03], [1.20, 1.07, 0.45], [0.89, -1.61, -1.20], [0.49, -1.90, 1.19], [-2.20, -0.26, -0.43], [0.17, -1.17, -0.03], [-2.02, 1.38, -5.28], [-2.24, 0.85, -3.07], [-2.49, 2.22, 0.73], [-2.13, 2.43, -0.99], [-0.91, 2.80, 0.23], [1.33, 1.88, -0.27], [2.10, 0.47, 0.45], [1.09, 1.52, 1.44], [0.52, -1.09, -2.09], [1.96, -1.43, -1.10], [0.73, -2.68, -1.33], [0.37, -2.96, 1.00], [1.52, -1.71, 1.50], [-0.19, -1.60, 1.99], [-3.13, 0.10, -0.64]],
  "nbo_charge": [0.14, 0.20, 0.54, 1.04, -0.66, -0.68, -0.42, -0.42, -0.66, -0.36, -0.46, -0.58, 0.24, 0.25, 0.26, 0.25, 0.24, 0.25, 0.22, 0.21, 0.24, 0.24, 0.21, 0.23, 0.48]
}

---

[6]
{
  "formula": "C8H13N2O2S",
  "method": "the ωB97M-V functional and the def2-TZVPD basis",
  "energy_ev": -26406.61237,
  "orbital_gap_ev": 8.33,
  "charge": 1,
  "relative_energy_ev": 3.4655,
  "homo_ev": -12.661,
  "lumo_ev": -4.33,
  "spin_multiplicity": 1,
  "elements": ["C", "C", "C", "C", "C", "C", "C", "C", "N", "N", "O", "O", "S", "H", "H", "H", "H", "H", "H", "H", "H", "H", "H", "H", "H", "H"],
  "xyz": [[0.68, -0.64, 0.17], [2.13, 0.74, 0.41], [-0.65, -0.79, 0.28], [1.72, -1.74, 0.24], [-2.95, -0.07, 0.67], [2.10, -2.63, -0.94], [-1.23, 1.98, -1.14], [-1.19, 1.53, 0.29], [-1.67, 0.18, 0.49], [2.07, 2.01, 0.69], [-1.15, -2.02, 0.36], [-3.43, -1.18, 0.59], [3.16, -0.62, 0.67], [1.49, -2.40, 0.97], [-3.54, 0.82, 0.67], [1.34, -3.33, -1.12], [2.95, -3.22, -0.63], [2.35, -2.14, -1.91], [-1.03, 3.08, -1.33], [-0.58, 1.51, -1.81], [-2.34, 1.93, -1.32], [-0.17, 1.68, 0.97], [-1.88, 2.24, 0.82], [1.24, 2.51, 0.59], [2.81, 2.53, 0.99], [-2.22, -1.98, 0.34]],
  "nbo_charge": [-0.08, 0.18, 0.48, -0.31, 0.56, -0.62, -0.65, -0.21, -0.45, -0.71, -0.67, -0.56, 0.45, 0.24, 0.16, 0.24, 0.23, 0.23, 0.24, 0.23, 0.23, 0.18, 0.23, 0.42, 0.42, 0.52]
}

---

[7]
{
  "formula": "C8H13N2OS",
  "method": "the ωB97M-V functional and the def2-TZVPD basis",
  "energy_ev": -24367.15270,
  "orbital_gap_ev": [5.82, 5.82],
  "charge": -1,
  "smiles": "CC[C@@H](C)[N-]N(C)C(=O)C=C=S",
  "relative_energy_ev": 0.9429,
  "homo_ev": [-2.652, -2.654],
  "lumo_ev": [3.17, 3.17],
  "spin_multiplicity": 1,
  "elements": ["C", "C", "C", "C", "C", "C", "C", "C", "N", "N", "O", "S", "H", "H", "H", "H", "H", "H", "H", "H", "H", "H", "H", "H", "H"],
  "xyz": [[3.53, 0.10, -0.39], [3.00, -1.10, -0.34], [2.79, 1.35, -0.25], [-1.56, -1.81, -1.27], [-0.09, 0.30, 1.68], [0.72, 2.58, -0.04], [-0.77, -1.56, -0.01], [-0.41, -0.03, 0.20], [0.67, 0.25, -0.68], [1.47, 1.37, -0.30], [3.42, 2.42, -0.08], [3.03, -2.66, -0.29], [4.56, 0.12, -0.30], [-1.81, -2.87, -1.40], [-2.51, -1.28, -1.26], [-0.95, -1.41, -2.09], [-0.74, 1.12, 2.10], [-0.22, -0.45, 2.39], [0.97, 0.57, 1.58], [1.41, 3.46, -0.14], [-0.12, 2.56, -0.65], [0.30, 2.74, 1.06], [-1.47, -1.78, 0.83], [0.17, -2.08, -0.21], [-1.34, 0.51, -0.15]],
  "nbo_charge": [-0.49, 0.02, 0.62, -0.61, -0.65, -0.43, -0.40, -0.06, -0.54, -0.28, -0.73, -0.01, 0.24, 0.19, 0.18, 0.22, 0.19, 0.19, 0.23, 0.23, 0.20, 0.17, 0.18, 0.23, 0.12]
}

---

[8]
{
  "formula": "C8H13N2OS",
  "method": "the ωB97M-V functional and the def2-TZVPD basis",
  "energy_ev": -24360.47639,
  "orbital_gap_ev": 9.86,
  "charge": 1,
  "relative_energy_ev": 2.5038,
  "homo_ev": -13.471,
  "lumo_ev": -3.61,
  "spin_multiplicity": 1,
  "elements": ["C", "C", "C", "C", "C", "C", "C", "C", "N", "N", "O", "S", "H", "H", "H", "H", "H", "H", "H", "H", "H", "H", "H", "H", "H"],
  "xyz": [[-0.95, -1.44, 1.35], [-0.34, 0.93, 0.67], [2.08, -0.30, -0.28], [-1.90, -1.40, 0.16], [-2.46, 0.07, 0.03], [3.41, -0.62, -0.84], [-1.64, 2.32, -0.67], [2.26, 0.62, 0.94], [-0.15, -0.52, 1.67], [-1.44, 1.12, 0.07], [1.03, -0.58, -0.80], [1.05, 1.96, 0.68], [-1.15, -2.19, 2.00], [-1.28, -1.76, -0.68], [-2.74, -2.09, 0.24], [-2.79, -0.03, -1.00], [-3.14, 0.22, 0.85], [3.81, 0.23, -1.50], [4.19, -0.84, -0.01], [3.42, -1.58, -1.54], [-0.72, 2.94, -0.71], [-2.10, 2.12, -1.72], [-2.46, 2.87, -0.14], [3.26, 1.10, 0.85], [2.30, 0.07, 1.83]],
  "nbo_charge": [0.15, 0.38, 0.61, -0.48, -0.23, -0.75, -0.43, -0.63, -0.37, -0.39, -0.54, 0.39, 0.21, 0.26, 0.25, 0.25, 0.24, 0.28, 0.25, 0.26, 0.24, 0.25, 0.24, 0.27, 0.28]
}

---

[9]
{
  "formula": "C8H13N3O2",
  "method": "the ωB97M-V functional and the def2-TZVPD basis",
  "energy_ev": -17070.48478,
  "orbital_gap_ev": 9.33,
  "smiles": "CN(C)[C@@](C)(C(=O)O)c1ncc[nH]1",
  "relative_energy_ev": 1.2436,
  "homo_ev": -8.734,
  "lumo_ev": 0.60,
  "spin_multiplicity": 1,
  "elements": ["C", "C", "C", "C", "C", "C", "C", "C", "N", "N", "N", "O", "O", "H", "H", "H", "H", "H", "H", "H", "H", "H", "H", "H", "H", "H"],
  "xyz": [[1.47, -2.63, 1.22], [0.88, -2.20, 2.39], [0.76, -0.67, 0.80], [-0.04, 1.87, 0.81], [1.44, 0.98, -0.94], [-0.72, -0.03, -2.18], [-2.20, 0.11, -0.26], [0.23, 0.72, -0.08], [1.39, -1.68, 0.25], [0.42, -0.87, 2.11], [-1.02, 0.52, -0.93], [-0.42, 2.99, 0.17], [-0.06, 1.86, 2.00], [2.05, -3.61, 0.99], [0.86, -2.59, 3.38], [2.03, 0.15, -1.27], [1.15, 1.49, -1.84], [2.09, 1.66, -0.44], [0.08, 0.46, -2.58], [-0.27, -1.02, -2.28], [-1.64, -0.03, -2.73], [-2.57, 0.96, 0.28], [-2.95, -0.24, -1.06], [-2.13, -0.89, 0.39], [-0.15, -0.15, 2.60], [-0.67, 2.85, -0.81]],
  "nbo_charge": [-0.09, -0.12, 0.37, 0.79, -0.63, -0.41, -0.41, 0.01, -0.51, -0.55, -0.45, -0.68, -0.58, 0.22, 0.22, 0.26, 0.20, 0.23, 0.20, 0.18, 0.20, 0.21, 0.21, 0.18, 0.46, 0.51]
}

---

[10]
{
  "formula": "C8H13N3O2",
  "method": "the ωB97M-V functional and the def2-TZVPD basis",
  "energy_ev": -17069.67463,
  "orbital_gap_ev": 8.84,
  "smiles": "C[N+](C)(C)[C@@H](C(=O)[O-])c1ncc[nH]1",
  "relative_energy_ev": 2.0538,
  "homo_ev": -8.354,
  "lumo_ev": 0.48,
  "spin_multiplicity": 1,
  "elements": ["C", "C", "C", "C", "C", "C", "C", "C", "N", "N", "N", "O", "O", "H", "H", "H", "H", "H", "H", "H", "H", "H", "H", "H", "H", "H"],
  "xyz": [[-2.70, 1.74, 0.05], [-3.47, 0.56, 0.07], [-1.30, 0.19, -0.19], [-0.14, -2.18, -0.03], [2.48, -0.67, -0.44], [1.37, 1.40, -0.54], [1.15, -0.03, 1.45], [0.00, -0.65, -0.51], [-1.43, 1.53, -0.04], [-2.53, -0.42, -0.01], [1.20, 0.05, -0.05], [0.92, -2.71, 0.34], [-1.22, -2.69, -0.33], [-3.11, 2.73, 0.06], [-4.52, 0.55, 0.11], [2.39, -1.85, -0.55], [2.82, -0.48, -1.45], [3.30, -0.45, 0.33], [0.44, 2.00, -0.40], [2.18, 1.99, -0.08], [1.75, 1.52, -1.61], [0.37, 0.69, 1.81], [0.77, -1.00, 1.84], [1.99, 0.25, 2.10], [-0.03, -0.72, -1.65], [-2.68, -1.35, -0.28]],
  "nbo_charge": [-0.07, -0.12, 0.32, 0.78, -0.46, -0.47, -0.45, -0.21, -0.52, -0.49, -0.26, -0.74, -0.72, 0.20, 0.22, 0.32, 0.22, 0.23, 0.30, 0.23, 0.23, 0.23, 0.28, 0.24, 0.26, 0.46]
}

---

[11]
{
  "formula": "C8H13N3O5",
  "method": "the ωB97M-V functional and the def2-TZVPD basis",
  "energy_ev": -23204.31931,
  "orbital_gap_ev": 10.07,
  "smiles": "CCC(=O)OCCOC(=O)N(CN)OC#N",
  "homo_ev": -10.511,
  "lumo_ev": -0.44,
  "spin_multiplicity": 1,
  "elements": ["C", "C", "C", "O", "O", "C", "C", "O", "C", "O", "N", "C", "N", "O", "C", "N", "H", "H", "H", "H", "H", "H", "H", "H", "H", "H", "H", "H", "H"],
  "xyz": [[-3.13, -0.82, 0.94], [-2.30, -0.53, -0.45], [-2.16, 1.08, -0.81], [-3.28, 1.72, -1.24], [-0.90, 1.86, -0.71], [0.15, 1.26, -1.60], [1.57, 2.08, -1.57], [2.55, 1.59, -0.58], [1.91, 0.99, 0.60], [1.37, 1.70, 1.63], [1.81, -0.55, 0.60], [1.59, -1.09, 2.00], [0.10, -1.19, 2.29], [2.99, -1.02, 0.09], [2.56, -1.68, -1.19], [2.23, -2.22, -2.33], [-2.59, -0.33, 1.85], [-4.23, -0.42, 0.79], [-3.12, -1.98, 1.12], [-2.85, -1.10, -1.34], [-1.24, -1.06, -0.32], [-0.28, 1.40, -2.70], [0.25, 0.09, -1.46], [1.37, 3.25, -1.50], [2.07, 1.92, -2.64], [2.20, -0.52, 2.83], [1.99, -2.21, 2.00], [-0.38, -0.27, 2.07], [-0.24, -1.95, 1.63]],
  "nbo_charge": [-0.62, -0.52, 0.78, -0.56, -0.54, -0.14, -0.10, -0.54, 0.87, -0.55, -0.21, -0.09, -0.82, -0.31, 0.50, -0.35, 0.22, 0.24, 0.22, 0.26, 0.21, 0.21, 0.22, 0.23, 0.22, 0.23, 0.22, 0.38, 0.36]
}

---

[12]
{
  "formula": "C8H13N3OPS",
  "method": "the ωB97M-V functional and the def2-TZVPD basis",
  "energy_ev": -35140.34095,
  "orbital_gap_ev": 9.58,
  "charge": 1,
  "smiles": "CCP(CC)n1c(S)c[nH+]c1OC#N",
  "homo_ev": -12.643,
  "lumo_ev": -3.06,
  "spin_multiplicity": 1,
  "elements": ["C", "C", "P", "C", "C", "N", "C", "S", "C", "N", "C", "O", "C", "N", "H", "H", "H", "H", "H", "H", "H", "H", "H", "H", "H", "H", "H"],
  "xyz": [[-0.89, -1.58, -2.06], [-1.28, -0.11, -1.86], [-0.42, 1.00, -0.71], [1.28, 1.30, -1.28], [2.23, 0.20, -1.79], [-0.38, 0.15, 0.89], [0.28, -0.96, 1.47], [1.40, -1.95, 0.58], [-0.10, -1.05, 2.76], [-0.99, -0.02, 2.98], [-1.13, 0.66, 1.86], [-1.96, 1.71, 1.72], [-1.62, 2.78, 2.42], [-1.34, 3.72, 3.02], [-0.06, -1.69, -2.75], [-1.75, -2.12, -2.46], [-0.65, -2.06, -1.11], [-1.24, 0.43, -2.81], [-2.32, -0.06, -1.55], [1.77, 1.90, -0.52], [1.07, 1.99, -2.10], [1.73, -0.75, -1.96], [3.03, 0.04, -1.07], [2.70, 0.51, -2.71], [1.95, -2.47, 1.68], [0.17, -1.76, 3.52], [-1.47, 0.21, 3.84]],
  "nbo_charge": [-0.61, -0.74, 0.99, -0.75, -0.62, -0.56, -0.02, 0.13, -0.09, -0.47, 0.71, -0.42, 0.49, -0.28, 0.22, 0.24, 0.20, 0.26, 0.25, 0.26, 0.27, 0.21, 0.23, 0.23, 0.16, 0.26, 0.47]
}